Molecular formula: C40H59N10O
Method: DFT, ωB97M-V with the def2-TZVPD basis set

Atoms and positions in Å:
C 5.86366 -2.08357 0.34931
H 9.32691 -5.38051 -7.20043
H -2.84141 7.81532 -1.66040
H -5.07227 -4.64297 4.91952
H 6.76077 -2.66390 0.21205
H -1.65897 -2.26291 -1.03513
H 10.15468 -1.35936 -8.57792
H 6.58676 -0.22216 1.36063
H -1.67400 -1.12453 4.94253
C 8.55400 -2.22859 -7.37561
H 11.08861 -3.90919 -8.63470
C -1.98983 -4.96076 4.61793
H 9.85914 -4.50793 -4.07307
N -2.32235 1.63726 -3.04201
C -2.21161 -0.53793 4.21589
C -7.12906 3.88488 -2.91792
H -0.79487 -3.07493 3.23205
C -5.34995 4.37200 -4.20503
H -0.84282 -4.28957 0.44203
H -2.91315 2.29321 5.76268
H -3.15168 5.80535 -0.17632
C -1.33235 -0.58901 0.32868
H -4.39494 5.47686 -2.66591
C -6.55392 3.72066 -4.20946
C 4.46381 -0.41510 0.91282
C -5.17821 8.35225 0.42516
H -3.11176 5.18256 8.81558
H -1.97956 0.05197 0.92347
H 4.23167 -3.32973 -0.52599
C -4.75718 7.03650 0.75895
H 0.50466 -2.43265 -0.15897
C 9.32288 -4.32716 -7.42245
N -0.25552 -1.09192 1.26736
C -2.61931 3.17371 6.30726
C 4.60167 -2.44518 -0.03491
H -3.72971 -1.93821 3.75711
C -1.36023 0.75218 -3.45380
C 8.96862 -4.15922 -3.57750
H 1.07684 -2.71818 1.50630
H -2.19100 -5.77496 2.69368
H -4.73961 -0.27595 2.17584
C -6.25700 4.63273 -2.17229
H -3.70925 -6.23800 4.47727
N -3.33557 -1.02180 3.60228
N -3.53342 7.76822 -0.93541
H 8.92839 -1.96451 -4.01844
H -5.95760 8.92217 0.90159
H 0.42648 1.02553 -4.67764
H -6.31179 4.99712 -1.16037
H -0.86814 -0.00617 -0.46672
H -5.15366 6.41053 1.54108
C -4.40459 8.77537 -0.62097
H -2.59327 -2.37059 1.72648
H -1.77720 -4.00594 5.10901
H 0.04114 -4.53235 2.70476
N -2.24334 -2.80745 0.87845
H -4.60822 4.49049 -4.97658
N -3.28887 3.56716 7.43293
C -2.12995 -1.79996 -0.16673
H -3.11762 -1.46365 -0.47950
H -3.13363 1.41854 -2.49330
C -1.61609 4.07908 6.08040
C -0.44564 1.44341 -4.20334
C -2.03284 2.88228 -3.52550
H 6.65675 -2.02517 -2.54301
H -1.41010 -0.29364 -3.19798
H -1.04233 5.91121 7.23650
H 2.76834 -1.40386 0.13287
C -3.84663 -0.08393 2.74724
H -0.91111 4.05155 5.26544
N 3.75160 -1.42516 0.31546
H -1.19032 -5.65622 4.88421
C 7.32697 -2.82408 -2.80975
H -8.08091 3.50876 -2.58205
H -6.97889 3.19070 -5.04526
C -1.99169 0.73045 3.73395
H -0.39474 3.60951 -4.77037
N 8.32759 -3.51151 -6.96227
C 8.09634 -4.92882 -2.85677
C -0.88157 -3.95950 2.58137
H 7.56091 -3.80581 -6.38589
H 6.32809 -4.40835 -1.82725
C -2.72578 4.71062 7.92870
O -4.21442 -4.37596 5.24857
C -1.68345 5.05522 7.11153
H -2.99013 -4.23480 2.89327
C 0.21413 -2.47058 0.88925
C 9.70910 -2.22232 -8.11226
C -3.03516 1.02092 2.80842
C 5.77437 -0.79829 0.95156
H -1.19386 1.38939 4.03662
H 0.52035 -0.43282 1.30166
C -3.74198 6.70334 -0.09721
N -5.17667 4.92087 -2.96195
C -0.95208 -3.45660 1.14064
H -2.69176 3.70623 -3.31712
H 8.10152 -5.98209 -2.63415
H -0.64517 -1.12081 2.21800
C -3.30916 -5.48012 5.15725
C -0.87578 2.79776 -4.25159
C 10.19800 -3.55697 -8.14202
H -4.40093 9.70418 -1.16462
H -4.07337 3.08978 7.83656
H 7.88000 -1.43148 -7.11237
H -3.18931 -5.94689 6.13583
H -3.17999 1.94172 2.26730
N 7.10047 -4.10997 -2.39204
H 3.98454 0.48639 1.25548
C 8.47974 -2.82374 -3.54830
C -2.05928 -4.76999 3.09976

Output
gap between HOMO and LUMO	6.2588	eV
largest force on an atom	0.78	eV Å⁻¹
total energy	-2182.07250	Eh
HOMO	-9.16	eV
net charge	+1
LUMO energy	-2.901	eV



Molecular formula: C6H13NS
Method: DFT, ωB97M-V with the def2-TZVPD basis set

Atoms and positions in Å:
C -1.33536 0.82046 1.11449
H -0.98633 0.10745 1.88108
C -0.39645 0.73783 -0.03399
H -0.43584 -1.54665 1.70765
N 1.70830 -0.68606 0.61613
H -1.25367 -2.14611 0.47698
H 0.52931 1.81759 -1.62526
H 0.89027 -0.43085 -2.15187
H 0.39085 -2.74655 0.55190
H -1.26236 1.78305 1.69078
C 0.49666 -1.14092 -1.52307
C 0.33518 1.84891 -0.60776
C 0.38976 -0.74950 -0.05138
H 1.19226 -1.97965 -1.65418
H -0.51040 -1.40948 -1.80757
C -0.27154 -1.90755 0.71662
S 2.75966 0.46640 0.21589
H 2.70712 1.05866 1.37649
H -0.02509 2.82928 -0.29919
H -2.38926 0.84319 0.75124
H 1.49493 1.68506 -0.16724

Output
gap between HOMO and LUMO (alpha / beta)	6.9500 / 7.8572	eV
largest force on an atom	3.73	eV Å⁻¹
total energy	-689.16188	Eh
HOMO (alpha / beta)	-7.47 / -7.77	eV
relative energy (zero: lowest compared OMol25 entry of this formula, charge and spin)	120.5	kcal/mol
net charge	0
LUMO energy (alpha / beta)	-0.522 / 0.088	eV